No. 1
Here is one molecule with the formula C5H8N2 from OMol25. Energies are from ωB97M-V/def2-TZVPD.

The geometry in XYZ format:
```
15
Properties=species:S:1:pos:R:3:forces:R:3:nbo_charge:R:1
C -1.870537 -0.734179 1.423956 -0.088 -0.036 0.081 -0.3972
N -0.636067 -0.328491 0.793475 0.086 -0.086 0.104 -0.1660
C 0.635033 -0.485356 1.227983 -0.129 0.012 -0.040 -0.0393
C 1.455775 -0.006098 0.231282 -0.013 0.003 -0.033 -0.3542
C 0.569929 0.422473 -0.783953 -0.005 0.016 -0.077 0.1358
C 0.873033 0.978683 -2.140451 0.018 0.030 -0.050 -0.6372
N -0.692693 0.223761 -0.425562 0.219 -0.025 -0.018 -0.2835
H -1.645005 -1.305528 2.326404 -0.013 0.096 -0.112 0.2071
H -2.431805 -1.360445 0.726523 0.042 0.065 0.141 0.2166
H -2.475671 0.138944 1.682641 0.090 -0.109 -0.016 0.2100
H 0.852369 -0.916544 2.196647 -0.047 0.064 -0.170 0.2152
H 2.536780 0.021638 0.228008 -0.184 0.014 0.007 0.2270
H 1.104635 0.173594 -2.847300 -0.004 0.117 0.102 0.2194
H 1.725976 1.663380 -2.120767 -0.113 -0.094 0.031 0.2160
H -0.001750 1.514167 -2.518886 0.141 -0.067 0.050 0.2304
```
Forces are in eV/Å.

As for the SMILES: Cc1ccn(C)n1. The value obtained for the calculated total energy is -8294.53600 eV. The maximum force comes out at 0.2 eV/A. The value obtained for the energy above the lowest of the compared OMol25 structures with the same formula, charge and spin is 0.460 eV. As for the net charge: 0. As for the gap between HOMO and LUMO: 9.98 eV.

---

No. 2
Here is C4H10BeO2 as an isolated structure in a non-equilibrium geometry from OMol25. Energies are from ωB97M-V/def2-TZVPD.

The geometry in XYZ format:
```
17
Properties=species:S:1:pos:R:3:forces:R:3:nbo_charge:R:1
H -0.442276 -2.088319 -0.254115 -0.084 0.249 0.011 0.2511
C -0.185771 1.015903 -2.165348 -0.450 0.647 -1.037 -0.2596
O 0.530783 0.300824 -1.166962 0.618 -0.516 0.674 -0.7046
C -0.134666 0.021134 0.050455 -0.979 -0.775 0.330 0.3771
C -1.026851 -1.189521 -0.021159 0.102 -0.201 0.068 -0.6796
H 0.529083 1.248048 -2.960169 -0.212 -0.092 0.224 0.2464
H -1.000505 0.395794 -2.559537 0.311 0.107 0.137 0.2153
H -0.591874 1.946152 -1.744568 0.182 -0.264 -0.044 0.2097
H -0.691861 0.918052 0.369754 0.543 -0.150 0.277 0.2033
H -1.788278 -1.055449 -0.799733 0.090 0.039 0.290 0.2538
H -1.520883 -1.337045 0.947490 0.002 0.060 -0.283 0.2534
H 0.184882 0.857929 2.290684 1.697 -0.649 0.537 0.1991
C 0.895340 -0.036476 2.228619 -1.432 1.010 1.489 -0.2577
O 1.070345 -0.248034 0.846344 -1.283 0.122 -1.976 -0.7061
Be 1.975130 0.078619 -0.458283 0.956 0.193 -0.197 0.9361
H 1.889810 -0.001379 2.683960 -0.454 0.532 -0.032 0.2488
H 0.307587 -0.826231 2.712576 0.392 -0.310 -0.467 0.2136
```
Forces are in eV/Å.

The value obtained for the calculated total energy is -8797.99543 eV. The maximum force comes out at 2.4 eV/A. The value obtained for the energy above the lowest of the compared OMol25 structures with the same formula, charge and spin is 0.000 eV. As for the net charge: +1. Its spin multiplicity is 2. As for the gap between HOMO and LUMO (alpha / beta): 7.75 / 12.86 eV.

---

No. 3
Here is a 9-piece molecular cluster, C24H55F2O14PS2Si overall in a non-equilibrium geometry from OMol25. Energies are from ωB97M-V/def2-TZVPD.

The geometry in XYZ format:
```
99
Properties=species:S:1:pos:R:3:forces:R:3:mulliken_charge:R:1
C 2.260319 -0.582543 3.613350 0.187 0.366 -1.075 -0.7761
C 2.666171 -0.022155 2.340415 -0.809 -1.399 1.589 -0.0305
C 3.127929 -1.029586 1.160935 1.816 1.133 2.387 -0.6433
C 2.427767 -0.710163 -0.241097 0.794 -0.983 -1.120 0.4204
C 1.343562 -1.876356 -0.549307 0.723 -1.110 -0.131 0.8488
F 0.702383 -1.664436 -1.800250 1.289 -0.288 2.469 -0.3012
F 2.138053 -3.086629 -0.713392 -1.354 2.103 0.003 -0.3849
C 0.331126 -2.137032 0.678092 0.298 -0.859 0.125 -0.0964
C -1.180001 -2.464548 0.237952 1.119 -0.550 0.104 -0.6770
Si -2.296894 -0.937060 -0.050873 -1.631 -0.157 -0.529 -0.0660
C -4.109194 -1.624965 -0.196403 0.083 -0.069 -0.232 -0.6515
C -1.970237 0.007882 -1.687587 0.138 0.570 -0.165 -0.3741
C -2.285300 0.355202 1.361069 -0.661 3.149 3.715 0.5861
C -3.677514 0.800198 1.957728 3.359 2.210 1.892 -0.5394
C -3.740317 1.891661 3.086340 2.223 -0.561 -1.175 -0.2760
C -2.482322 2.591726 3.676107 1.008 -3.225 -3.286 -0.6716
C -1.105929 2.139314 3.104269 -3.092 -1.514 -1.402 -0.7705
C -1.042370 1.049060 1.971791 -2.577 1.262 1.429 -0.0875
O 1.620936 0.501146 -0.389564 0.801 1.380 -0.826 0.0397
S 1.906626 1.364357 -1.790608 -2.755 2.589 -4.883 1.2816
O 2.380083 2.790513 -1.633759 0.621 -4.319 1.482 -0.5522
O 0.817475 1.482363 -2.815862 2.270 -1.778 3.506 -0.6142
O 2.920058 0.206553 -2.491441 -0.486 0.410 2.232 -0.5116
C 3.592849 -0.472356 -1.362316 -0.477 0.855 0.246 -0.6516
P 4.933948 0.841932 -0.927054 2.341 1.231 1.223 0.7699
O 4.483914 1.749832 0.477057 0.163 -0.449 -3.102 -0.3906
O 5.175713 1.858543 -2.310251 -1.300 -0.677 3.021 -0.4610
S 6.623183 -0.029156 -0.549311 -0.859 0.177 -0.062 -0.4111
H 3.009026 -1.086249 4.329101 -1.375 -0.864 -1.968 0.2114
H 1.163692 -0.577291 3.971179 2.170 1.747 0.209 0.1628
H 2.676659 1.112978 2.249740 -1.400 -1.671 -0.865 0.3314
H 2.909740 -2.090470 1.557333 0.044 1.797 -1.114 0.5018
H 4.284831 -0.964228 1.130096 -1.706 -0.143 -0.774 0.3095
H 0.417212 -1.314541 1.482911 -0.214 -1.093 -1.534 -0.3551
H 0.731382 -3.092477 1.194602 -0.374 1.602 -0.923 0.4040
H -1.604792 -3.177890 1.043295 0.497 1.273 -1.307 0.4221
H -1.145136 -3.050422 -0.750418 -0.108 0.731 1.438 0.3194
H -4.762464 -0.722330 -0.457872 0.641 -1.332 0.383 0.1913
H -4.180103 -2.376028 -1.074228 0.119 1.339 1.591 0.0923
H -4.471872 -2.126763 0.762714 0.374 0.711 -1.234 0.2985
H -1.643567 -0.700545 -2.537535 -0.413 1.349 1.271 0.2288
H -2.924037 0.593007 -1.985521 1.425 -1.080 0.472 0.1498
H -1.185273 0.811496 -1.453187 -0.923 -1.259 -0.750 -0.0024
H -4.670897 0.387769 1.594537 1.623 0.510 0.467 0.2287
H -4.780856 2.211540 3.468425 1.973 -0.647 -0.695 0.3343
H -2.497831 3.407447 4.471191 -0.268 -1.331 -1.259 0.3362
H -0.122379 2.598621 3.474588 -1.686 -0.776 -0.615 0.4024
H 0.000398 0.805303 1.588834 -1.561 0.323 0.511 0.4012
H 4.252454 -1.381474 -1.619231 -1.599 1.219 -0.061 0.8384
H 4.552001 2.714724 0.292828 -0.206 -0.690 0.225 0.3473
H 4.986041 2.795664 -2.058765 0.166 -0.964 -0.473 0.3006
C 0.916687 0.265989 7.036402 -0.238 0.159 -0.084 -0.6610
O 0.806555 1.056378 5.862332 -0.143 0.205 0.018 -0.4245
H 1.920875 -0.156567 7.083044 -0.072 0.089 -0.079 0.2109
H 0.745824 0.888774 7.918150 0.064 -0.194 0.157 0.3036
H 0.184483 -0.545161 7.005307 0.078 -0.103 0.203 0.2950
H -0.089693 1.417857 5.844911 0.202 -0.069 -0.143 0.2872
C -4.568758 -3.095525 -4.098724 -0.247 -0.086 0.063 -0.6348
O -4.995297 -3.097936 -2.744457 -0.276 -0.269 -0.225 -0.4231
H -3.541609 -2.731944 -4.143595 -0.096 -0.016 0.095 0.2270
H -4.610355 -4.111178 -4.500516 0.101 0.067 -0.208 0.2733
H -5.211598 -2.435613 -4.686527 0.135 -0.027 -0.181 0.2819
H -5.906975 -3.423797 -2.732997 0.157 0.117 0.139 0.2138
C 6.845633 -1.056281 -4.502323 -0.115 0.192 0.124 -0.6792
O 6.156108 -1.560307 -3.368079 -0.314 -0.173 -0.005 -0.5279
H 7.216643 -1.896175 -5.090277 -0.078 0.019 0.130 0.2686
H 6.163628 -0.460403 -5.114035 0.164 0.029 -0.162 0.2392
H 7.689172 -0.441672 -4.177614 0.062 0.034 -0.186 0.2542
H 5.838846 -0.797149 -2.865367 0.488 -0.228 -0.133 0.0989
C -7.064061 3.036746 5.555572 0.063 -0.181 0.144 -0.5706
O -6.403637 2.045816 4.781060 -0.079 -0.126 0.091 -0.4814
H -7.418358 3.824525 4.890498 0.074 -0.137 -0.008 0.2320
H -7.916598 2.591684 6.074464 -0.063 0.211 0.071 0.2512
H -6.366877 3.463058 6.281286 -0.156 0.156 0.067 0.2592
H -6.100416 1.361553 5.391732 -0.014 0.095 -0.253 0.2752
C 3.769411 6.349136 -2.484961 -0.242 -0.201 -0.051 -0.5900
O 4.689866 5.365906 -2.032580 0.266 -0.513 0.176 -0.4966
H 4.249547 7.326771 -2.440317 0.069 -0.174 0.044 0.2521
H 3.479287 6.135509 -3.516382 -0.107 0.182 0.010 0.2477
H 2.885915 6.350338 -1.842180 -0.069 0.159 -0.117 0.2544
H 4.241419 4.508535 -2.081636 -0.198 0.561 -0.053 0.3056
C 10.106736 -2.495341 -0.723339 -0.275 0.136 -0.098 -0.4838
O 9.820471 -1.162894 -1.118138 -0.026 0.091 -0.042 -0.4529
H 11.174667 -2.580031 -0.519983 -0.092 0.098 -0.037 0.2166
H 9.546176 -2.740471 0.182646 0.098 -0.222 0.024 0.2158
H 9.836478 -3.184776 -1.527363 0.080 -0.197 0.122 0.2486
H 8.871128 -1.114909 -1.291745 0.212 0.076 -0.035 0.2199
C -4.493477 3.272516 -3.426555 -0.082 0.198 0.181 -0.5542
O -5.174686 2.765643 -2.289689 -0.133 -0.048 0.161 -0.4884
H -4.124935 2.435493 -4.020086 -0.067 0.023 0.136 0.2116
H -5.179895 3.870012 -4.032237 0.157 0.029 -0.180 0.3098
H -3.648942 3.886747 -3.104051 0.091 0.017 -0.242 0.2439
H -5.488720 3.525682 -1.784061 0.064 -0.265 -0.040 0.2888
C -8.018681 -6.020247 -1.971476 -0.244 0.008 -0.043 -0.4969
O -8.312182 -4.686417 -2.362718 -0.003 0.180 -0.086 -0.4933
H -6.949589 -6.101742 -1.773566 -0.101 0.102 -0.035 0.2101
H -8.574004 -6.268954 -1.063755 0.118 -0.195 0.014 0.2485
H -8.290831 -6.708821 -2.775336 0.096 -0.176 0.115 0.2640
H -9.261588 -4.641487 -2.531372 0.259 0.122 0.013 0.2871
```
Forces are in eV/Å.

As for the SMILES: C=CC[C@@]1(C(F)(F)CC[Si](C)(C)c2ccccc2)OS(=O)(=O)O[C@H]1P(O)(O)=S.CO.CO.CO.CO.CO.CO.CO.CO. The value obtained for the calculated total energy is -98703.72706 eV. The maximum force comes out at 6.2 eV/A. As for the net charge: 0. As for the gap between HOMO and LUMO: 7.47 eV.

---

No. 4
Here is C6H10O as an isolated structure in a non-equilibrium geometry from OMol25. Energies are from ωB97M-V/def2-TZVPD.

The geometry in XYZ format:
```
17
Properties=species:S:1:pos:R:3:forces:R:3:nbo_charge:R:1
C -0.065646 0.521405 1.893121 -0.294 -0.222 -0.076 -0.6175
C 0.256933 -0.471037 0.770893 -0.879 -0.374 -0.237 -0.2159
C -0.797842 -1.254807 -0.181319 -0.235 0.384 0.109 -0.4219
C 0.014158 -0.750203 -1.374773 -0.017 -0.404 -0.388 0.1114
O -0.618972 0.376488 -1.971791 -0.049 0.163 -0.402 -0.5289
C 0.133859 1.270575 -1.137220 0.109 0.372 0.126 -0.0596
C 0.926681 0.109891 -0.489213 0.058 -0.073 -0.021 -0.2796
H 0.812872 0.887180 2.456129 -0.104 -0.437 -0.442 0.2155
H -0.737613 0.067824 2.621331 -0.079 0.055 0.059 0.2135
H -0.550619 1.421710 1.495301 -0.042 -0.272 0.108 0.2019
H 0.605346 -1.429514 1.111104 1.834 0.352 0.800 0.2218
H -0.797494 -2.362219 -0.102268 0.150 0.684 0.415 0.2020
H -1.834168 -0.922249 -0.159966 -0.009 0.150 -0.282 0.2175
H 0.425637 -1.470946 -2.087554 -0.315 0.050 -0.035 0.1800
H -0.512488 1.865729 -0.477058 0.120 -0.141 -0.141 0.1690
H 0.725520 1.956523 -1.754341 0.036 -0.100 0.160 0.1782
H 2.013836 0.183651 -0.612376 -0.284 -0.187 0.251 0.2126
```
Forces are in eV/Å.

The value obtained for the calculated total energy is -8429.16737 eV. The maximum force comes out at 2.0 eV/A. The value obtained for the energy above the lowest of the compared OMol25 structures with the same formula, charge and spin is 2.073 eV. As for the net charge: 0. As for the gap between HOMO and LUMO: 10.45 eV.